DFT (ωB97M-V with the def2-TZVPD basis set) results for 8 unconnected molecules or ions with the total composition C48H42F6O4.

Calculated values
E_LUMO ... 0.551 eV
Frontier orbital gap ... 8.79 eV

The geometry in XYZ format:
```
100
C48H42F6O4 ωB97M-V with the def2-TZVPD basis set
O 3.481 -0.105 -1.453
C 2.960 0.627 -2.492
C 2.584 -0.036 -3.649
C 2.104 0.690 -4.731
C 1.997 2.073 -4.666
O 1.478 2.745 -5.736
C 2.388 2.727 -3.504
C 2.829 2.013 -2.402
H 2.917 -0.035 -0.667
H 2.692 -1.108 -3.734
H 1.788 0.214 -5.653
H 1.308 3.652 -5.463
H 2.302 3.811 -3.513
H 3.142 2.498 -1.486
O 2.071 -0.698 0.837
C 0.722 -0.753 1.091
C -0.078 0.159 0.427
C -1.454 0.144 0.585
C -2.049 -0.815 1.384
O -3.417 -0.893 1.394
C -1.248 -1.742 2.040
C 0.137 -1.690 1.936
H 2.595 -1.181 1.482
H 0.393 0.835 -0.279
H -2.078 0.867 0.077
H -3.686 -1.460 2.124
H -1.687 -2.556 2.609
H 0.768 -2.407 2.448
F 4.475 -1.301 2.704
C 5.320 -2.297 2.316
C 6.097 -2.912 3.264
C 6.948 -3.921 2.845
C 7.005 -4.294 1.508
C 6.254 -3.602 0.573
C 5.371 -2.616 0.973
H 6.043 -2.594 4.296
H 7.597 -4.394 3.571
H 7.714 -5.055 1.211
H 6.341 -3.835 -0.480
H 4.850 -2.034 0.221
F -4.436 -3.517 1.452
C -3.736 -4.679 1.395
C -3.949 -5.622 2.377
C -3.310 -6.846 2.251
C -2.446 -7.066 1.180
C -2.192 -6.072 0.248
C -2.834 -4.838 0.365
H -4.664 -5.418 3.163
H -3.422 -7.629 2.988
H -1.864 -7.981 1.172
H -1.523 -6.199 -0.591
H -2.639 -4.033 -0.331
F -6.036 2.059 -2.384
C -6.385 1.986 -1.084
C -7.360 2.848 -0.610
C -7.676 2.836 0.739
C -7.065 1.925 1.589
C -6.113 1.044 1.085
C -5.750 1.090 -0.258
H -7.819 3.534 -1.311
H -8.416 3.518 1.137
H -7.268 1.904 2.652
H -5.608 0.353 1.743
H -4.966 0.422 -0.593
F -0.619 6.425 1.672
C -0.898 5.656 0.600
C -0.007 4.653 0.250
C -0.317 3.833 -0.819
C -1.454 4.081 -1.579
C -2.327 5.099 -1.221
C -2.041 5.908 -0.131
H 0.894 4.533 0.840
H 0.322 2.984 -1.027
H -1.648 3.528 -2.490
H -3.208 5.310 -1.812
H -2.724 6.669 0.225
F 3.600 5.458 3.730
C 4.181 4.280 3.406
C 5.542 4.270 3.205
C 6.155 3.070 2.864
C 5.408 1.895 2.790
C 4.033 1.961 2.899
C 3.400 3.160 3.228
H 6.149 5.152 3.348
H 7.230 3.074 2.736
H 5.904 0.952 2.602
H 3.467 1.047 2.780
H 2.322 3.164 3.319
F -3.357 -3.798 -2.801
C -2.698 -2.665 -3.128
C -2.867 -1.534 -2.354
C -2.219 -0.367 -2.733
C -1.409 -0.342 -3.853
C -1.219 -1.512 -4.587
C -1.896 -2.675 -4.253
H -3.538 -1.609 -1.505
H -2.396 0.526 -2.148
H -0.899 0.559 -4.169
H -0.521 -1.505 -5.414
H -1.845 -3.575 -4.852
```

---

DFT (ωB97M-V with the def2-TZVPD basis set) results for a molecular structure, C48H42F9N4O3SSb2Ti.

Calculated values
E_LUMO (spin up / spin down) ... -6.812 / -6.816 eV
Frontier orbital gap (spin up / spin down) ... 4.84 / 6.91 eV
Energy relative to the best compared isomer or geometry (same formula, charge and spin) ... 0.00 kJ/mol
Charge ... +2
Multiplicity ... 2

The geometry in XYZ format:
```
110
C48H42F9N4O3SSb2Ti ωB97M-V with the def2-TZVPD basis set
Ti -1.637 -0.407 -1.833
C 1.716 2.213 3.906
C 1.893 1.050 4.872
C 0.747 0.000 4.714
Sb 0.796 -0.940 2.730
C 2.055 -2.641 3.140
C 1.437 -3.872 3.065
C 2.062 -5.044 3.550
C 3.318 -4.965 4.206
C 3.943 -3.703 4.256
C 3.313 -2.575 3.726
C 1.383 -1.558 -1.386
C 2.614 -0.832 -1.381
C 3.825 -1.518 -1.171
C 3.793 -2.849 -0.772
C 2.581 -3.552 -0.703
C 1.416 -2.899 -1.048
Sb 2.105 1.598 1.863
C 4.232 1.647 2.047
C 4.787 2.910 2.033
C 6.028 3.182 1.500
C 6.774 2.140 0.948
C 6.237 0.840 0.942
C 4.980 0.581 1.517
C 1.649 3.602 0.993
C 2.377 4.080 -0.119
C 2.022 5.269 -0.730
C 0.902 5.962 -0.277
C 0.174 5.523 0.843
C 0.559 4.338 1.419
H 2.321 3.077 4.153
H 0.649 2.515 3.901
H 2.003 1.328 5.974
H 2.863 0.544 4.671
H -0.251 0.490 4.869
H 0.824 -0.842 5.434
H 0.514 -3.958 2.476
H 1.581 -6.054 3.390
H 3.756 -5.912 4.573
H 4.929 -3.601 4.727
H 3.924 -1.678 3.629
H 2.536 0.243 -1.544
H 4.789 -0.972 -1.213
H 4.755 -3.367 -0.639
H 2.565 -4.633 -0.377
H 0.491 -3.477 -1.026
H 4.185 3.732 2.384
H 6.395 4.227 1.480
H 7.741 2.288 0.414
H 6.778 0.000 0.543
H 4.598 -0.423 1.477
H 3.289 3.563 -0.415
H 2.652 5.678 -1.520
H 0.606 6.880 -0.743
H -0.672 6.058 1.316
H -0.043 3.951 2.265
S -6.063 -2.326 3.956
N -5.427 -3.243 2.721
C -4.661 -2.485 1.970
C -3.952 -2.906 0.792
C -4.002 -4.168 0.175
C -3.132 -4.407 -0.899
C -2.329 -3.390 -1.411
N -2.418 -2.141 -0.894
C -3.164 -1.878 0.213
C -3.123 -0.523 0.748
N -2.262 0.335 0.082
C -2.047 1.592 0.571
C -2.678 2.023 1.746
C -3.647 1.267 2.401
C -3.862 -0.033 1.871
C -4.682 -1.057 2.417
N -5.527 -0.849 3.426
H -4.665 -4.953 0.584
H -3.129 -5.394 -1.382
H -1.585 -3.547 -2.177
H -1.358 2.223 0.011
H -2.446 3.017 2.119
H -4.210 1.638 3.277
O 0.273 0.356 -2.187
C 0.218 -0.893 -1.729
C -4.184 3.061 -1.870
C -3.403 2.217 -2.841
O -2.078 1.752 -2.342
C -1.046 2.741 -2.595
C -0.274 2.526 -3.931
H -5.097 3.459 -2.334
H -3.591 3.891 -1.486
H -4.486 2.457 -0.995
H -3.156 2.781 -3.745
H -3.866 1.246 -3.117
H -0.349 2.598 -1.750
H -1.528 3.681 -2.538
H -0.822 2.946 -4.802
H -0.037 1.494 -4.148
H 0.677 3.051 -3.776
F -0.450 -1.394 -5.461
C -1.382 -2.360 -5.249
F -0.815 -3.292 -4.445
F -1.800 -2.945 -6.415
C -2.621 -1.708 -4.578
O -2.211 -1.155 -3.368
C -3.868 -2.708 -4.338
F -4.517 -2.355 -3.188
F -3.427 -3.990 -4.250
F -4.720 -2.647 -5.362
C -3.110 -0.522 -5.446
F -2.252 0.572 -5.428
F -4.261 -0.074 -4.928
F -3.310 -0.817 -6.728
```